Molecular formula: C51H49BrClN6O3P3SSr
Method: DFT, ωB97M-V with the def2-TZVPD basis set

Each line ends with the Mulliken charge.
Positions of all 116 atoms, in Å:
H -2.807 -0.871 3.673  0.462
H 3.058 -1.989 -5.259  0.514
Sr -0.322 0.085 0.532  0.456
N 2.890 4.996 2.673  0.125
H 3.478 4.919 -3.062  0.495
C -2.366 -3.538 -2.881  -0.658
C -0.954 -3.742 -5.252  -0.965
H 4.599 4.597 1.543  0.388
C 0.851 -2.264 5.363  -0.169
H 4.166 -0.636 4.244  0.447
H 1.533 6.453 -2.993  0.430
N 4.583 3.318 3.192  0.154
H 4.698 4.055 5.130  0.284
C 3.234 -1.091 4.557  -0.668
H -1.576 1.892 -2.272  0.086
H -2.907 -3.460 -1.946  0.173
H 4.884 5.372 3.119  0.302
C 0.548 -1.902 -0.574  0.318
Br 1.821 0.668 -4.821  -0.082
H 0.783 2.959 4.286  0.500
N -2.753 0.171 0.952  0.181
O -3.381 1.363 0.758  -0.480
H -2.825 1.959 1.315  0.387
H -1.363 -5.844 -5.147  0.407
H -0.406 -3.811 -6.184  0.442
H -2.280 3.569 -6.142  0.399
H 4.266 2.332 5.004  0.428
H -2.727 1.311 -7.027  0.426
C -2.370 -4.953 1.979  -0.771
Cl -0.942 2.340 2.055  -0.846
C -1.326 -5.867 1.966  -0.547
C 0.195 -4.129 2.639  -0.267
H -0.526 5.813 -1.811  0.540
H 2.972 -4.106 -3.931  0.444
H -1.618 -0.167 4.772  0.391
C -1.495 -4.879 -4.674  -0.714
C -2.198 -4.774 -3.481  -0.673
C -1.893 -1.073 4.231  -1.559
P 2.072 2.319 2.324  1.503
P -1.981 -0.823 -2.510  2.363
C 4.294 4.616 2.592  -1.037
C 1.468 5.477 -2.530  -0.662
H 4.355 2.262 1.408  0.443
C -0.046 -5.452 2.298  -0.767
C -0.850 -3.208 2.675  0.370
H 1.203 -3.806 2.867  0.432
H 3.059 5.720 4.614  0.317
P -0.543 -1.440 3.036  2.241
C -1.115 -2.504 -4.646  -0.271
C 1.974 -2.347 6.170  -0.866
C -4.784 -0.996 -3.140  -0.508
O -0.636 -2.197 -0.354  -0.235
C 2.554 4.626 -2.581  -0.603
H 1.418 5.223 4.138  0.410
H -0.680 -1.630 -5.109  0.604
C 2.451 1.181 -0.955  -0.636
H -7.543 -0.580 -1.217  0.401
C 2.043 4.139 1.847  -1.081
C -2.481 1.439 -5.980  -0.899
H -0.719 3.592 -0.708  0.329
H -5.807 -0.501 0.549  0.542
H -1.699 3.860 -3.746  0.440
C 2.429 3.381 -1.976  1.548
C -1.909 2.876 -4.146  -0.599
C 2.478 4.968 4.072  -0.983
C 2.108 -1.003 3.748  0.033
H -2.061 -1.891 4.930  0.467
C 3.955 2.242 2.428  -1.263
C -6.123 -0.896 -2.801  -0.828
C 2.514 -2.050 -4.329  -0.638
C -3.800 -0.906 -2.161  0.039
H 2.365 4.237 0.806  0.322
C -1.833 -2.384 -3.460  0.242
C -5.534 -0.631 -0.491  -0.413
C 1.239 2.982 -1.343  -1.269
H -6.879 -0.962 -3.572  0.444
H 2.706 0.201 -0.577  0.058
H -2.958 -2.931 2.350  0.360
O 1.327 -1.377 0.254  -0.435
C -1.834 1.768 -3.318  -0.699
H -2.615 -1.718 0.370  0.376
C 0.906 -1.580 4.149  -0.504
H -1.512 -6.898 1.691  0.403
N 1.291 1.717 -0.789  1.600
N 1.171 -0.939 -2.689  0.622
C -2.418 0.332 -5.146  -0.434
C 1.829 -0.954 -3.831  -0.240
S 3.615 2.122 -1.817  -0.364
N 2.700 3.675 4.708  0.131
H 1.728 -4.112 -1.761  0.619
C 4.107 3.323 4.573  -0.973
C 1.821 2.649 4.156  -1.118
C 1.153 -2.062 -1.964  -0.152
C -6.499 -0.691 -1.480  -0.757
C -4.190 -0.759 -0.828  -0.137
H 1.009 4.481 1.921  0.483
H 4.243 1.286 2.877  0.236
H 2.148 -0.495 2.792  0.445
C 0.166 3.871 -1.268  -0.592
H 0.771 -6.163 2.292  0.412
H 1.918 -2.870 7.117  0.400
H -2.633 -0.646 -5.554  0.395
H 1.971 1.717 4.708  0.350
C -2.227 2.710 -5.485  -0.788
C 2.467 -3.214 -3.581  -0.764
C -3.141 -0.782 0.215  -0.227
H -0.067 -2.745 5.677  0.330
C 1.780 -3.226 -2.379  -0.236
C -2.088 0.486 -3.802  0.940
C 0.293 5.107 -1.867  -0.853
C 3.166 -1.757 5.770  -0.656
H -3.371 -5.268 1.714  0.448
C -2.134 -3.635 2.336  -0.581
H -4.508 -1.141 -4.177  0.337
H 4.044 -1.828 6.398  0.395
H -2.618 -5.662 -3.025  0.458

Results
**Highest occupied orbital energy**: -7.54 eV
**Kohn-Sham gap**: 7.97 eV
**LUMO level**: 0.430 eV
**ΔE to the lowest compared entry with this formula, charge and spin**: 44.9 kcal/mol
**Charge**: 0

---

Molecular formula: C3H9N5
Method: DFT, ωB97M-V with the def2-TZVPD basis set

Each line ends with the Mulliken charge.
Positions of all 17 atoms, in Å:
N -1.630 -0.255 0.350  -0.095
N 1.448 0.790 0.397  0.095
H -0.170 -1.555 1.267  0.365
H -0.775 2.712 -0.832  0.456
H 2.081 -1.321 0.777  0.327
C -0.506 1.856 -0.309  0.064
N 0.667 1.681 0.107  -0.172
C 1.592 -0.567 -0.084  -0.472
H 0.363 -1.236 -1.505  0.203
H 2.585 1.155 0.870  0.434
H 2.428 -0.507 -0.841  0.391
N -1.545 1.009 -0.102  -0.009
C -0.665 -1.299 0.336  -0.411
H -2.474 1.306 -0.520  0.344
H -1.200 -2.266 -0.095  0.373
H -2.561 -0.490 0.749  0.312
N 0.363 -1.015 -0.562  -0.206

Results
**Highest occupied orbital energy (spin up / spin down)**: -18.73 / -19.15 eV
**Kohn-Sham gap (spin up / spin down)**: 7.14 / 7.81 eV
**LUMO level (spin up / spin down)**: -11.591 / -11.343 eV
**ΔE to the lowest compared entry with this formula, charge and spin**: 146.4 kcal/mol
**Charge**: +2

---

Molecular formula: C65H58MoN3O5S2Te
Method: DFT, ωB97M-V with the def2-TZVPD basis set

Each line ends with the Mulliken charge.
Positions of all 135 atoms, in Å:
H -7.154 -3.450 -0.367  0.445
H -2.096 -3.667 5.197  0.464
C -1.244 -5.223 -3.749  -0.982
C 2.266 1.891 4.147  -0.634
C -3.862 -1.690 3.076  -0.282
C 1.378 1.398 3.194  0.462
H 1.946 -0.508 6.525  0.443
C -4.322 -3.218 -2.213  -0.559
C -3.361 -0.948 0.687  1.850
C -1.491 -3.129 3.203  -0.355
C 2.469 1.207 5.339  -1.002
N -2.004 1.600 1.716  1.973
H -0.576 -3.712 3.235  0.588
H 0.308 5.715 -2.084  0.331
C 2.150 3.380 -5.071  -0.899
C 0.872 1.044 -4.276  0.089
C -4.163 -1.863 -0.221  -0.841
H 2.051 -2.522 -3.851  -0.038
H 2.996 2.192 -6.648  0.424
H -0.287 3.890 1.519  -1.427
C 4.309 2.990 0.194  -0.879
C 4.426 4.373 0.320  -0.742
C -1.487 -7.721 -3.504  -1.638
H -3.936 2.828 4.853  0.539
H 1.435 -2.430 1.586  0.023
H -0.696 -8.123 -4.144  0.303
C -0.156 2.207 -2.349  1.085
O -0.649 3.438 -2.082  -0.202
H 5.269 -3.647 -2.735  0.377
H 1.625 5.010 2.115  0.528
C 1.055 2.285 1.979  2.619
H -1.726 -3.046 -5.044  0.482
C 2.762 -3.293 -3.551  -1.336
H -5.080 0.228 1.272  0.693
H 7.199 -3.641 -1.363  0.365
H 1.582 7.842 -1.954  0.470
H 0.157 3.779 3.203  1.340
O 0.532 1.493 0.875  0.777
H -4.093 0.906 -0.012  0.608
C 5.232 -3.096 -0.662  0.416
C 0.912 -0.486 4.643  -0.701
H 2.906 -1.690 2.228  0.590
C 0.701 0.208 3.460  0.602
C -0.249 8.177 0.889  -0.785
H -0.435 8.870 1.705  0.515
Te 0.520 -1.981 -1.510  0.785
C 0.170 6.386 -1.251  -0.074
C -2.999 -1.686 1.982  0.343
C -3.397 2.485 3.974  -1.439
C -1.091 -6.369 -2.971  0.312
C 2.257 3.048 1.464  -0.725
C -5.599 -3.615 -1.845  -0.797
C -3.530 -2.390 4.230  -1.034
C -1.657 4.935 -0.055  0.458
C 3.081 -2.336 0.179  1.482
H -1.619 3.609 4.399  0.618
H -5.872 -1.958 1.102  0.291
H -4.209 -2.369 5.079  0.476
N -0.465 1.162 -1.645  -0.889
H -2.392 -7.658 -4.111  0.403
C -0.728 6.085 -0.243  1.143
Mo -0.739 0.561 0.120  0.752
H 5.060 2.422 -0.348  0.523
H 1.898 -0.800 1.104  -0.597
C -1.066 -2.775 -4.219  -1.549
C -4.061 0.384 0.942  -2.172
H -6.159 -4.300 -2.473  0.434
H -4.808 -1.153 3.042  0.342
C 3.226 2.333 0.759  -0.739
H 3.525 6.167 1.087  0.518
C 1.332 3.393 -3.958  -0.054
H 1.184 4.317 -3.416  0.377
H -1.653 -8.435 -2.696  0.389
C -2.346 -3.113 4.298  -0.860
H -3.872 -3.602 -3.123  0.385
H 3.579 -3.308 -4.277  0.541
H 0.303 0.172 -4.001  0.327
H -1.681 -5.307 -4.743  0.467
H -2.622 -2.018 -1.698  -0.344
C 4.651 -3.292 -1.910  -0.999
H -5.032 1.349 3.181  0.553
C 3.452 5.087 1.001  -0.955
H 2.245 -4.258 -3.599  0.331
C 1.706 1.031 -5.380  -0.832
H 3.158 1.605 6.077  0.456
C 1.793 0.020 5.590  -0.835
C -2.110 2.914 3.726  -0.772
H 1.234 -4.283 0.305  0.029
C 2.285 -1.784 1.337  -0.343
C -1.437 2.501 2.597  -0.054
C -4.001 1.657 3.053  -0.537
H -1.519 -1.928 -3.698  0.293
H 2.629 4.294 -5.400  0.462
C -0.117 3.193 2.335  -1.351
C -0.277 -3.875 -2.028  0.932
H 5.283 4.888 -0.107  0.442
C -5.436 -2.282 0.158  -0.348
H 3.139 1.257 0.654  0.494
C 0.704 2.218 -3.541  -0.133
C -0.568 -6.227 -1.693  -1.014
C 4.422 -2.633 0.372  -1.034
C -6.156 -3.142 -0.661  -1.074
O -2.133 -0.509 0.034  0.088
S -1.946 3.504 -1.026  -0.139
H 7.196 -2.443 -0.063  0.357
H -1.159 -2.461 1.197  -0.010
N -2.438 4.945 0.952  -0.630
H 6.864 -4.136 0.300  0.337
C -0.915 6.976 0.806  -0.346
C -0.855 -3.965 -3.302  0.842
C -0.164 -4.994 -1.191  0.567
C 2.519 -2.545 -1.090  -0.036
H 1.846 0.117 -5.946  0.458
H 0.385 -1.416 4.822  0.441
C 2.351 2.197 -5.776  -0.532
C -1.816 -2.415 2.055  0.145
H 2.797 2.823 3.958  0.542
H -0.432 -4.505 0.886  0.083
C -3.310 1.229 1.940  0.432
C -3.611 -2.336 -1.406  0.926
H -0.466 -7.104 -1.056  0.421
H 0.609 -5.906 0.611  0.572
C 0.347 -4.914 0.234  -1.247
O -3.211 7.064 2.179  -0.668
C 0.664 8.472 -0.124  -0.618
S -2.065 6.259 1.946  1.192
O -1.330 5.699 3.043  -0.498
H 1.207 9.411 -0.093  0.448
C 6.706 -3.345 -0.438  -1.549
H -0.003 -0.201 2.760  -0.353
C 0.871 7.586 -1.175  -0.600
H -0.119 -2.441 -4.657  0.296
H 4.851 -2.489 1.364  0.450
C 3.299 -3.035 -2.156  0.281
C 2.366 4.428 1.576  0.448

Results
**Highest occupied orbital energy (spin up / spin down)**: -12.34 / -12.36 eV
**Kohn-Sham gap (spin up / spin down)**: 6.19 / 5.63 eV
**Multiplicity**: 2
**Expectation value of S²**: 0.76
**LUMO level (spin up / spin down)**: -6.151 / -6.725 eV
**Charge**: +2

---

Molecular formula: C8H10Ir
Method: DFT, ωB97M-V with the def2-TZVPD basis set

Each line ends with the Mulliken charge.
Positions of all 19 atoms, in Å:
C 1.041 0.707 -0.777  -0.349
H -0.890 -2.680 -0.541  0.406
H -2.084 1.933 -0.217  0.384
H -0.820 -0.081 3.663  0.387
C -0.373 0.736 -0.706  0.721
H -2.135 -0.523 -0.508  0.483
C -1.134 2.022 -0.740  -1.505
H 2.818 -0.503 -0.706  0.390
C 1.053 -1.737 -0.697  -0.443
C -0.266 -0.248 2.747  -0.404
H 0.902 -0.501 2.859  0.118
H -0.560 2.833 -0.296  0.382
H 1.601 -2.665 -0.629  0.395
C -1.058 -0.517 -0.602  -0.394
H -1.342 2.281 -1.780  0.341
C -0.351 -1.748 -0.630  -0.473
H 1.587 1.640 -0.781  0.425
C 1.739 -0.510 -0.752  -0.521
Ir 0.272 -0.438 1.093  0.655

Results
**Highest occupied orbital energy**: -13.97 eV
**Kohn-Sham gap**: 9.71 eV
**LUMO level**: -4.251 eV
**ΔE to the lowest compared entry with this formula, charge and spin**: 0.0 kcal/mol
**Charge**: +1

---

Molecular formula: C4H8O
Method: DFT, ωB97M-V with the def2-TZVPD basis set

Each line ends with the Mulliken charge.
Positions of all 13 atoms, in Å:
H 1.931 0.632 2.034  0.255
H -2.136 -0.134 -2.019  0.333
C 0.295 0.482 -0.512  -0.064
H 0.744 -0.711 2.123  0.212
H -2.889 -1.064 -0.713  0.233
H 0.089 0.962 1.790  0.432
H -0.489 -1.397 0.663  0.028
C -0.703 -0.331 -0.446  0.115
H -1.552 -1.825 -1.860  0.262
H 0.732 1.117 -1.324  0.327
C -1.797 -0.901 -1.307  -1.028
C 0.992 0.347 1.682  -0.783
O 1.356 0.605 0.350  -0.323

Results
**Highest occupied orbital energy**: -8.98 eV
**Kohn-Sham gap**: 9.96 eV
**LUMO level**: 0.973 eV
**ΔE to the lowest compared entry with this formula, charge and spin**: 103.8 kcal/mol
**Charge**: 0

---

Molecular formula: C19H15AsNO6S2SeSr
Method: DFT, ωB97M-V with the def2-TZVPD basis set

Each line ends with the Mulliken charge.
Positions of all 46 atoms, in Å:
S 1.271 0.893 2.777  1.684
C 4.814 -2.383 -2.852  -0.356
C -2.636 0.888 -2.469  -0.490
C -3.301 -1.425 -2.196  0.895
H -5.427 -1.821 -2.082  0.379
C 3.758 -2.144 -1.959  0.116
H 6.496 -3.577 -3.410  0.317
C 4.535 -4.102 -0.717  -0.570
O 1.994 1.488 1.630  -0.886
C -1.016 -2.224 -2.126  -0.104
C -4.653 -1.073 -2.201  -0.438
O -2.125 0.337 0.744  -0.465
H -4.236 2.284 -2.530  0.365
C -0.985 2.583 2.521  -0.352
O 2.088 0.479 3.874  -0.751
C 5.569 -4.317 -1.620  -0.403
H 4.942 -1.718 -3.698  0.320
C -0.450 3.758 5.009  -0.516
C 0.396 2.764 4.519  -0.493
C -1.811 3.567 3.036  -0.437
H 4.406 -4.766 0.131  0.324
C -1.545 4.151 4.277  -0.583
C 5.697 -3.439 -2.689  -0.473
H -2.664 3.871 2.441  0.540
O -0.276 1.980 -0.397  -0.901
H -0.106 -2.813 -2.093  0.406
H -3.071 0.545 0.692  0.296
C 3.655 -3.044 -0.886  -0.208
H -1.853 1.632 -2.519  0.344
Se 2.562 -0.725 -2.247  -0.487
Sr 0.900 0.152 0.104  1.651
H 1.250 2.426 5.091  0.468
H -0.239 4.215 5.968  0.367
O 0.313 -0.135 2.286  -0.882
H 6.256 -5.145 -1.492  0.351
C -4.970 0.262 -2.341  -0.483
H -6.009 0.568 -2.335  0.360
C 0.141 2.181 3.294  0.377
C -3.968 1.238 -2.469  -0.395
O -2.916 2.948 0.371  -0.750
H 2.865 -2.925 -0.154  0.263
As -1.578 2.041 0.689  0.986
N -0.994 -0.949 -2.284  -0.223
H -2.209 4.920 4.655  0.369
S -2.567 -2.984 -2.013  -0.290
C -2.305 -0.460 -2.331  -0.242

Results
**Highest occupied orbital energy**: -4.22 eV
**Kohn-Sham gap**: 6.55 eV
**LUMO level**: 2.327 eV
**ΔE to the lowest compared entry with this formula, charge and spin**: 26.9 kcal/mol
**Charge**: -1

---

Question: Which of these has the lowest charge?
Answer: C19H15AsNO6S2SeSr